Entry 1:
{"formula": "C3H6N3", "method": "the ωB97M-V functional and the def2-TZVPD basis", "e_homo_ev": -15.591, "orbital_gap_ha": 0.3852, "multiplicity": 1, "e_lumo_ev": -5.1101, "charge": 1, "relative_energy_kj_mol": 311.2, "species": ["C", "C", "C", "N", "N", "N", "H", "H", "H", "H", "H", "H"], "coordinates": [[-3.007, 1.166, -0.282], [0.966, 0.387, -1.139], [0.333, -1.610, 1.727], [0.381, -0.684, -0.469], [0.434, -1.053, 0.632], [-1.943, 0.769, -0.189], [-3.995, 1.530, -0.377], [0.153, 0.946, -1.617], [1.557, -0.029, -1.961], [1.570, 1.044, -0.514], [-0.454, -1.316, 2.410], [1.031, -2.372, 2.044]]}

=====

Entry 2:
{"formula": "C3H6N3O", "method": "the ωB97M-V functional and the def2-TZVPD basis", "e_homo_ev": [-13.427, -13.427], "orbital_gap_ha": [0.3040, 0.3040], "smiles": "N[N+](=C=[NH2+])/C=C\\[O-]", "multiplicity": 1, "e_lumo_ev": [-5.1535, -5.1542], "charge": 1, "relative_energy_kj_mol": 391.4, "species": ["N", "N", "C", "N", "C", "C", "O", "H", "H", "H", "H", "H", "H"], "coordinates": [[1.667, 0.844, -0.143], [0.360, 0.501, -0.023], [0.133, -0.789, 0.178], [0.351, -2.045, 0.005], [-0.649, 1.385, -0.064], [-1.853, 0.727, 0.140], [-1.913, -0.544, 0.112], [2.230, 1.186, 0.678], [2.188, 0.070, -0.550], [0.803, -2.471, -0.775], [-0.062, -2.551, 0.725], [-0.434, 2.351, -0.404], [-2.821, 1.337, 0.123]]}

=====

Entry 3:
{"formula": "C3H6N3O2", "method": "the ωB97M-V functional and the def2-TZVPD basis", "e_homo_ev": -2.893, "orbital_gap_ha": 0.2534, "smiles": "C=[N+]([O-])CC/N=N/[O-]", "multiplicity": 1, "e_lumo_ev": 4.0032, "charge": -1, "relative_energy_kj_mol": 375.0, "species": ["C", "N", "O", "C", "C", "N", "N", "O", "H", "H", "H", "H", "H", "H"], "coordinates": [[0.058, 1.511, -0.565], [1.120, 0.831, -0.085], [1.961, 1.372, 0.707], [1.028, -0.697, -0.262], [-0.115, -1.247, 0.612], [-1.439, -1.011, 0.112], [-1.755, 0.262, 0.165], [-2.926, 0.587, -0.178], [-0.071, 2.343, 0.016], [-0.595, 1.119, -1.307], [2.101, -0.955, -0.075], [0.623, -0.981, -1.365], [0.019, -2.338, 0.607], [-0.009, -0.796, 1.618]]}

=====

Entry 4:
{"formula": "C3H6N3P", "method": "the ωB97M-V functional and the def2-TZVPD basis", "e_homo_ev": [-8.271, -8.273], "orbital_gap_ha": [0.2543, 0.2542], "multiplicity": 1, "e_lumo_ev": [-1.3503, -1.3544], "relative_energy_kj_mol": 519.6, "species": ["C", "C", "C", "N", "N", "N", "P", "H", "H", "H", "H", "H", "H"], "coordinates": [[0.363, 1.243, -0.099], [1.843, 1.620, 0.064], [-1.147, -1.998, 0.040], [0.157, -0.116, -0.129], [-0.522, 2.134, -0.281], [-1.093, -0.496, -0.125], [-2.532, 0.234, -0.214], [2.318, 0.573, 0.123], [1.828, 2.199, 0.926], [2.405, 1.939, -0.776], [-1.753, -2.610, -0.623], [-0.124, -2.402, 0.150], [-1.743, -2.320, 0.944]]}

=====

Entry 5:
{"formula": "C3H6N3P", "method": "the ωB97M-V functional and the def2-TZVPD basis", "e_homo_ev": -9.081, "orbital_gap_ha": 0.3566, "smiles": "PNc1ccn[nH]1", "multiplicity": 1, "e_lumo_ev": 0.6229, "relative_energy_kj_mol": 312.0, "species": ["P", "N", "C", "C", "C", "N", "N", "H", "H", "H", "H", "H", "H"], "coordinates": [[2.573, -0.308, 0.061], [1.409, 0.879, -0.091], [-0.354, 0.415, -0.014], [-1.569, 1.085, 0.015], [-2.515, 0.097, -0.177], [-2.025, -1.109, -0.215], [-0.645, -0.933, -0.173], [1.975, -1.055, -0.961], [2.244, -0.845, 1.284], [1.664, 1.793, 0.224], [-1.630, 2.105, 0.070], [-3.543, 0.119, -0.278], [-0.027, -1.702, -0.053]]}

=====

Entry 6:
{"formula": "C3H6N4", "method": "the ωB97M-V functional and the def2-TZVPD basis", "e_homo_ev": -9.421, "orbital_gap_ha": 0.3804, "multiplicity": 1, "e_lumo_ev": 0.9306, "relative_energy_kj_mol": 475.6, "species": ["C", "C", "C", "H", "H", "H", "H", "H", "H", "N", "N", "N", "N"], "coordinates": [[-0.202, 0.065, 2.404], [-0.676, -0.712, -0.597], [0.966, -0.006, -1.584], [-0.657, -0.954, 2.559], [-0.712, 0.773, 3.091], [0.905, 0.115, 2.588], [-0.821, 1.493, 1.200], [-1.373, -1.601, -0.033], [1.590, 0.055, -2.629], [-0.750, 0.513, 1.048], [-0.137, 0.320, -0.023], [-0.003, -0.908, -1.755], [0.966, 0.651, -0.429]]}

=====

Entry 7:
{"formula": "C3H6N4O", "method": "the ωB97M-V functional and the def2-TZVPD basis", "e_homo_ev": -9.456, "orbital_gap_ha": 0.3367, "multiplicity": 1, "e_lumo_ev": -0.2926, "relative_energy_kj_mol": 995.9, "species": ["C", "C", "C", "H", "H", "H", "H", "H", "H", "N", "N", "N", "N", "O"], "coordinates": [[1.423, 2.145, 1.555], [-0.176, -0.249, -0.463], [-0.899, -0.932, 0.675], [2.006, 2.635, 0.577], [0.310, 2.630, 2.026], [2.493, 2.010, 2.223], [-0.054, 0.903, 1.941], [-0.425, 0.865, -1.945], [-0.027, -1.607, -3.084], [1.194, 0.716, 1.299], [0.858, 0.430, -0.120], [-0.691, -0.094, -1.738], [-1.085, -1.556, 1.743], [-1.040, -1.211, -2.578]]}

=====

Entry 8:
{"formula": "C3H6N4O", "method": "the ωB97M-V functional and the def2-TZVPD basis", "e_homo_ev": -9.204, "orbital_gap_ha": 0.3464, "multiplicity": 1, "e_lumo_ev": 0.2215, "relative_energy_kj_mol": 587.1, "species": ["C", "C", "C", "H", "H", "H", "H", "H", "H", "N", "N", "N", "N", "O"], "coordinates": [[-2.270, 0.397, 0.078], [-0.882, -0.446, 0.140], [2.596, 0.071, -0.016], [-1.779, 1.444, 0.322], [-3.058, 0.070, 0.987], [-2.802, 0.163, -0.921], [-0.458, -1.143, 1.215], [-0.854, -1.129, -1.060], [1.230, -1.688, -0.400], [0.310, 0.193, -0.216], [0.769, 1.432, -0.115], [2.017, 1.479, -0.007], [1.414, -0.671, -0.191], [3.769, -0.173, 0.183]]}